Below is a molecular structure, C32H29F2IrN8OS4 in a non-equilibrium geometry, with properties calculated with ωB97M-V/def2-TZVPD.

```
! RIJCOSX wB97M-V def2-TZVPD def2/J DEFGRID3
* xyz 1 2
Ir 0.18 0.32 -0.37
N 1.66 0.67 3.67
C 1.24 0.87 2.41
S 1.72 -0.34 1.23
N 0.57 1.97 2.16
N 0.13 1.99 0.88
C -0.22 3.09 0.31
C -0.59 2.99 -1.11
C -1.10 4.05 -1.84
C -1.38 3.87 -3.18
C -1.15 2.64 -3.77
C -0.64 1.61 -2.99
N -0.37 1.78 -1.70
H 2.37 -0.01 3.86
H 1.52 1.42 4.34
H -0.18 4.04 0.83
H -1.26 5.00 -1.34
H -1.77 4.69 -3.77
H -1.35 2.47 -4.82
H -0.44 0.63 -3.40
F 1.68 -3.69 -3.67
C 0.69 -3.01 -3.09
C 1.00 -2.00 -2.19
C -0.03 -1.29 -1.59
C -1.37 -1.63 -1.86
C -1.62 -2.64 -2.78
F -2.89 -2.96 -3.10
C -0.62 -3.34 -3.41
C -2.38 -0.91 -1.08
C -3.73 -1.23 -0.99
C -4.55 -0.49 -0.17
C -4.03 0.56 0.57
C -2.69 0.84 0.45
N -1.89 0.13 -0.36
H 2.04 -1.77 -2.00
H -0.84 -4.12 -4.12
H -4.12 -2.06 -1.55
H -5.60 -0.74 -0.10
H -4.64 1.16 1.22
H -2.23 1.64 1.01
S 3.65 -0.42 -6.18
C 3.52 -0.12 -4.57
S 2.57 1.20 -3.93
C 2.92 0.68 -2.31
N 3.67 -0.36 -2.25
N 4.02 -0.80 -3.49
C 4.86 -1.97 -3.53
C 4.72 -2.91 -2.53
C 5.52 -4.04 -2.53
C 6.47 -4.22 -3.52
C 6.61 -3.26 -4.51
C 5.82 -2.13 -4.53
S 2.31 1.52 -0.92
H 3.98 -2.76 -1.75
H 5.40 -4.78 -1.75
H 7.10 -5.10 -3.52
H 7.36 -3.39 -5.29
H 5.95 -1.38 -5.29
O -1.11 -1.43 1.63
C -1.33 -2.62 1.67
C -0.26 -3.66 1.83
C -0.16 -3.90 3.36
C -1.47 -4.12 4.13
C -2.40 -2.89 4.25
C -3.29 -2.65 3.02
N -2.62 -3.13 1.80
H 0.70 -3.29 1.45
H -0.52 -4.58 1.31
H 0.35 -3.03 3.80
H 0.49 -4.76 3.52
H -1.19 -4.42 5.14
H -2.02 -4.97 3.71
H -1.77 -2.01 4.40
H -3.02 -2.99 5.14
H -3.52 -1.59 2.91
H -4.24 -3.19 3.10
H -2.62 -4.13 1.77
*
```

The LUMO energy (spin up / spin down) comes out at -0.14091 / -0.18165 Eh. As for the expectation value of S²: 0.7672. The frontier orbital gap (spin up / spin down) comes out at 6.1 / 5.0 eV. The calculation puts the energy above the lowest of the compared OMol25 structures with the same formula, charge and spin at 24.9 kJ/mol.

---

Below is a molecular structure, C32H29N2OPdS, with properties calculated with ωB97M-V/def2-TZVPD.

```
! RIJCOSX wB97M-V def2-TZVPD def2/J DEFGRID3
* xyz 1 1
Pd -0.73 -0.64 -0.54
N -2.25 -1.42 0.58
C -1.79 -1.51 1.96
C -2.49 -0.87 2.96
C -2.03 -0.94 4.27
C -0.88 -1.66 4.55
C -0.20 -2.31 3.53
C -0.64 -2.25 2.21
C 0.08 -2.93 1.11
C 0.75 -4.13 1.36
C 1.43 -4.79 0.35
C 1.44 -4.26 -0.93
C 0.77 -3.08 -1.19
C 0.10 -2.39 -0.18
H -2.48 -2.34 0.22
H -3.09 -0.85 0.52
H -3.40 -0.32 2.73
H -2.57 -0.44 5.06
H -0.52 -1.72 5.57
H 0.71 -2.85 3.76
H 0.72 -4.56 2.35
H 1.94 -5.72 0.57
H 1.96 -4.78 -1.73
H 0.78 -2.68 -2.20
N -1.63 1.31 -0.77
S -0.91 2.51 -1.54
C -2.02 3.18 -2.76
C -3.14 3.91 -2.40
C -4.01 4.33 -3.39
C -3.75 4.03 -4.72
C -2.63 3.30 -5.07
C -1.75 2.86 -4.09
C -0.79 3.90 -0.42
C -1.01 3.69 0.93
C -0.85 4.76 1.81
C -0.47 6.00 1.34
C -0.24 6.19 -0.02
C -0.40 5.14 -0.91
H -2.57 1.57 -0.48
H -3.32 4.16 -1.36
H -4.89 4.91 -3.13
H -4.43 4.37 -5.49
H -2.43 3.07 -6.11
H -0.87 2.29 -4.34
H -1.30 2.71 1.29
H -1.03 4.61 2.87
H -0.35 6.83 2.02
H 0.06 7.16 -0.39
H -0.23 5.29 -1.97
C 3.40 0.08 -1.72
C 2.16 0.02 -0.88
O 1.07 0.01 -1.44
C 2.27 -0.04 0.59
C 1.31 0.61 1.37
C 1.38 0.53 2.75
C 2.39 -0.22 3.35
C 3.34 -0.86 2.58
C 3.30 -0.76 1.19
H 3.14 0.32 -2.74
H 3.87 -0.90 -1.70
H 4.12 0.79 -1.32
H 0.53 1.18 0.90
H 0.65 1.04 3.36
H 2.44 -0.29 4.43
H 4.13 -1.44 3.05
H 4.04 -1.27 0.60
*
```

The LUMO energy comes out at -0.09466 Eh. The frontier orbital gap comes out at 8.1 eV. The calculation puts the energy above the lowest of the compared OMol25 structures with the same formula, charge and spin at 0.0 kJ/mol.

---

Below is a molecular structure, C32H29N2OPdS, with properties calculated with ωB97M-V/def2-TZVPD.

```
! RIJCOSX wB97M-V def2-TZVPD def2/J DEFGRID3
* xyz 1 3
Pd 0.75 0.08 -1.34
N -1.26 0.01 -2.33
C -0.99 0.89 -3.43
C -1.68 2.09 -3.53
C -1.40 2.96 -4.56
C -0.43 2.64 -5.49
C 0.27 1.45 -5.38
C 0.01 0.55 -4.35
C 0.80 -0.71 -4.21
C 1.09 -1.48 -5.33
C 1.87 -2.62 -5.22
C 2.36 -3.00 -3.98
C 2.06 -2.24 -2.85
C 1.29 -1.09 -2.96
H -2.10 0.28 -1.84
H -1.32 -0.96 -2.62
H -2.45 2.32 -2.80
H -1.95 3.89 -4.64
H -0.21 3.32 -6.30
H 1.04 1.21 -6.10
H 0.70 -1.19 -6.30
H 2.09 -3.21 -6.10
H 2.97 -3.89 -3.88
H 2.44 -2.55 -1.88
N 0.42 -1.35 0.26
S 1.25 -1.24 1.61
C 0.23 -0.57 2.91
C -0.97 -1.18 3.27
C -1.79 -0.56 4.19
C -1.41 0.66 4.75
C -0.21 1.25 4.40
C 0.62 0.64 3.46
C 1.49 -2.91 2.20
C 1.44 -3.95 1.29
C 1.68 -5.24 1.73
C 1.98 -5.48 3.06
C 2.05 -4.42 3.97
C 1.80 -3.13 3.54
H -0.41 -1.94 0.34
H -1.25 -2.13 2.84
H -2.72 -1.02 4.49
H -2.05 1.14 5.48
H 0.09 2.19 4.84
H 1.56 1.09 3.16
H 1.22 -3.75 0.25
H 1.64 -6.06 1.03
H 2.18 -6.49 3.40
H 2.28 -4.61 5.00
H 1.84 -2.30 4.24
C 1.43 3.98 1.07
C 0.56 2.81 0.70
O 1.06 1.85 0.13
C -0.88 2.84 1.06
C -1.63 1.67 0.96
C -2.96 1.66 1.33
C -3.56 2.82 1.78
C -2.83 4.00 1.88
C -1.49 4.00 1.53
H 2.47 3.74 0.84
H 1.33 4.23 2.12
H 1.13 4.85 0.49
H -1.15 0.76 0.62
H -3.54 0.74 1.26
H -4.61 2.82 2.07
H -3.29 4.90 2.24
H -0.92 4.92 1.61
*
```

The LUMO energy (spin up / spin down) comes out at -0.10323 / -0.13017 Eh. As for the expectation value of S²: 2.0061. The frontier orbital gap (spin up / spin down) comes out at 7.3 / 7.1 eV. The calculation puts the energy above the lowest of the compared OMol25 structures with the same formula, charge and spin at 2.3 kJ/mol.

---

Below is a molecular structure, C32H29N8O3PRuS, with properties calculated with ωB97M-V/def2-TZVPD.

```
! RIJCOSX wB97M-V def2-TZVPD def2/J DEFGRID3
* xyz 1 6
Ru 0.49 0.02 -0.53
C -1.00 -4.85 1.04
N -1.21 -3.81 0.08
C -2.41 -3.33 -0.35
C -2.13 -2.26 -1.16
N -0.79 -2.08 -1.23
C -0.25 -3.02 -0.46
P 1.52 -3.46 -0.49
C 1.93 -2.45 -1.97
N 1.67 -1.16 -2.18
C 2.18 -0.86 -3.40
C 2.76 -1.97 -3.93
N 2.60 -2.97 -3.03
C 3.04 -4.33 -3.19
C 2.21 -2.27 0.72
N 2.49 -1.00 0.44
C 3.22 -0.53 1.47
C 3.39 -1.53 2.39
N 2.77 -2.63 1.90
C 2.65 -3.91 2.54
H -1.89 -5.47 1.12
H -0.78 -4.41 2.02
H -0.16 -5.47 0.73
H -3.33 -3.77 -0.05
H -2.81 -1.63 -1.71
H 2.10 0.13 -3.81
H 3.28 -2.12 -4.87
H 3.51 -4.45 -4.16
H 2.19 -5.01 -3.11
H 3.77 -4.59 -2.41
H 3.59 0.48 1.48
H 3.89 -1.54 3.34
H 3.46 -4.04 3.26
H 2.71 -4.70 1.79
H 1.70 -3.98 3.07
O 0.37 0.28 1.97
C 0.91 1.39 1.83
N 1.34 1.80 0.65
S 2.16 3.24 0.73
O 1.54 4.19 -0.15
O 3.56 2.98 0.55
C 1.80 3.50 2.46
C 2.12 4.55 3.29
C 1.79 4.43 4.64
C 1.16 3.29 5.12
C 0.82 2.25 4.27
C 1.15 2.37 2.92
H 2.61 5.43 2.89
H 2.04 5.23 5.31
H 0.93 3.22 6.17
H 0.34 1.35 4.63
N -1.52 0.42 -0.18
C -2.21 1.34 -0.66
C -3.48 1.79 -0.07
C -4.12 0.92 0.82
C -5.34 1.26 1.38
C -5.92 2.48 1.07
C -5.28 3.36 0.20
C -4.07 3.02 -0.37
C -1.76 1.82 -2.00
C -0.40 2.07 -2.21
C 0.05 2.32 -3.50
C -0.83 2.31 -4.57
C -2.18 2.10 -4.34
C -2.65 1.85 -3.07
H -3.64 -0.02 1.05
H -5.83 0.58 2.05
H -6.87 2.75 1.50
H -5.73 4.31 -0.03
H -3.56 3.70 -1.04
H 0.28 2.27 -1.37
H 1.09 2.55 -3.67
H -0.47 2.47 -5.57
H -2.88 2.13 -5.17
H -3.70 1.64 -2.89
*
```

The LUMO energy (spin up / spin down) comes out at -0.07579 / -0.14953 Eh. As for the expectation value of S²: 8.7658. The frontier orbital gap (spin up / spin down) comes out at 8.5 / 6.8 eV. The calculation puts the energy above the lowest of the compared OMol25 structures with the same formula, charge and spin at 108.4 kJ/mol.

---

Below is a molecular structure, C32H30N8ORuS6, with properties calculated with ωB97M-V/def2-TZVPD.

```
! RIJCOSX wB97M-V def2-TZVPD def2/J DEFGRID3
* xyz -1 2
Ru 0.76 -0.04 -0.69
N 2.88 -1.57 2.82
C 2.01 -1.09 1.86
S 2.22 -1.67 0.25
N 1.09 -0.29 2.30
N 0.17 0.14 1.35
C -0.77 0.84 1.88
C -0.68 1.30 3.29
C 0.36 2.16 3.66
C 0.43 2.65 4.95
C -0.52 2.27 5.90
C -1.55 1.42 5.54
C -1.63 0.94 4.23
C -1.97 1.28 1.12
C -2.72 2.38 1.52
C -3.83 2.74 0.78
C -4.17 1.99 -0.34
C -3.37 0.90 -0.65
N -2.31 0.55 0.06
H 3.78 -1.86 2.48
H 2.88 -1.04 3.68
H 1.10 2.42 2.92
H 1.24 3.31 5.23
H -0.45 2.65 6.91
H -2.29 1.13 6.27
H -2.44 0.28 3.94
H -2.42 2.96 2.39
H -4.42 3.61 1.06
H -5.03 2.24 -0.94
H -3.59 0.28 -1.51
C 0.02 4.66 -0.81
C 0.67 3.30 -0.69
S -0.12 2.01 -1.59
C 1.80 3.08 -0.02
C 2.58 4.12 0.74
S 2.53 1.46 0.00
H -1.02 4.54 -1.11
H 0.51 5.28 -1.57
H 0.04 5.20 0.13
H 2.14 5.11 0.64
H 3.61 4.17 0.39
H 2.63 3.87 1.81
O -0.47 -1.44 -1.62
C -0.93 -2.69 -1.30
C -1.98 -3.03 -2.36
C -2.79 -4.11 -2.52
C -3.58 -4.04 -3.71
C -3.33 -2.90 -4.41
S -2.16 -1.91 -3.65
C -1.56 -2.81 0.10
C -0.90 -2.86 1.29
C -1.77 -2.81 2.41
C -3.08 -2.73 2.05
S -3.26 -2.75 0.35
C 0.18 -3.73 -1.48
C 1.18 -3.63 -2.40
C 2.02 -4.78 -2.42
C 1.64 -5.73 -1.53
S 0.27 -5.22 -0.63
H -2.82 -4.94 -1.83
H -4.28 -4.79 -4.02
H -3.79 -2.58 -5.34
H 0.17 -2.91 1.36
H -1.43 -2.82 3.44
H -3.95 -2.70 2.69
H 1.30 -2.75 -3.01
H 2.88 -4.89 -3.07
H 2.10 -6.68 -1.33
N 5.02 1.68 -4.99
C 4.16 1.26 -4.00
N 4.19 1.93 -2.84
N 3.37 0.25 -4.29
C 2.48 0.00 -3.34
N 1.70 -0.11 -2.50
H 5.91 2.05 -4.69
H 5.07 1.03 -5.76
H 4.70 2.79 -2.78
H 3.58 1.68 -2.04
*
```

The LUMO energy (spin up / spin down) comes out at 0.08690 / 0.08692 Eh. As for the expectation value of S²: 0.7558. The frontier orbital gap (spin up / spin down) comes out at 5.9 / 5.8 eV. The calculation puts the energy above the lowest of the compared OMol25 structures with the same formula, charge and spin at 45.4 kJ/mol.

---

Below is 2 unconnected molecules or ions with the total composition C32H31Br2F15IN3O7S in a non-equilibrium geometry, with properties calculated with ωB97M-V/def2-TZVPD.

```
! RIJCOSX wB97M-V def2-TZVPD def2/J DEFGRID3
* xyz 0 1
C -2.21 3.36 0.99
C -2.52 2.50 0.25
C -3.00 1.41 -0.59
C -2.15 0.13 -0.71
O -2.70 -0.69 -1.71
C -4.04 -0.86 -1.98
N -4.62 0.28 -2.66
Br -5.22 -1.27 -0.45
C -4.09 -2.11 -2.89
N -3.51 -3.30 -2.25
C -4.45 -4.44 -2.29
C -2.14 -0.72 0.61
O -2.12 -1.90 0.51
C -2.26 -0.16 2.05
F -1.37 0.81 2.36
F -3.50 0.37 2.17
C -2.11 -1.25 3.13
F -0.96 -1.92 2.94
F -3.15 -2.09 3.09
C -2.04 -0.65 4.57
F -0.86 -0.04 4.77
F -2.08 -1.72 5.41
C -3.22 0.26 4.97
O -4.34 -0.09 4.93
O -2.85 1.48 5.40
C -0.67 0.42 -1.25
O -0.86 1.50 -2.10
C 0.06 2.42 -2.64
C -0.45 3.82 -2.31
I -0.26 2.34 -4.85
C 1.58 2.25 -2.41
C 2.33 3.47 -1.88
C 2.67 4.52 -2.95
Br 4.05 2.74 -1.19
C 0.28 0.56 -0.08
C 0.80 -0.56 0.57
C 1.66 -0.44 1.65
C 2.04 0.81 2.13
C 1.52 1.94 1.49
C 0.67 1.80 0.41
S -0.21 -1.07 -2.34
O -0.42 -2.30 -1.64
O -0.80 -0.92 -3.64
C 1.62 -1.05 -2.73
F 2.42 -0.67 -1.71
F 1.77 -0.13 -3.70
C 2.14 -2.42 -3.30
F 2.87 -2.14 -4.40
F 1.14 -3.22 -3.69
C 3.09 -3.23 -2.37
F 4.24 -2.56 -2.17
F 3.39 -4.35 -3.07
C 2.53 -3.73 -1.01
F 1.32 -4.26 -1.16
F 2.51 -2.75 -0.10
F 3.36 -4.69 -0.56
H -1.92 4.10 1.70
H -3.22 1.81 -1.57
H -3.96 1.12 -0.18
H -5.59 0.36 -2.40
H -4.57 0.14 -3.66
H -5.14 -2.28 -3.11
H -3.56 -1.86 -3.80
H -2.73 -3.57 -2.83
H -3.93 -5.34 -1.99
H -4.89 -4.59 -3.27
H -5.26 -4.23 -1.59
H -2.10 1.81 4.87
H -1.53 3.77 -2.39
H -0.24 4.11 -1.29
H -0.12 4.54 -3.04
H 1.84 1.42 -1.77
H 2.06 2.00 -3.35
H 1.88 3.91 -1.00
H 2.19 5.46 -2.70
H 3.74 4.64 -3.06
H 2.27 4.18 -3.90
H 0.52 -1.56 0.26
H 2.05 -1.32 2.14
H 2.69 0.85 2.98
H 1.80 2.92 1.85
H 0.31 2.70 -0.06
N 4.24 0.46 5.33
C 5.29 0.73 4.50
C 6.33 -0.09 4.84
C 5.88 -0.90 5.93
C 4.59 -0.53 6.20
H 3.35 0.92 5.31
H 5.21 1.49 3.73
H 7.29 -0.12 4.37
H 6.44 -1.65 6.45
H 3.89 -0.89 6.94
*
```

The LUMO energy comes out at -0.00331 Eh. The SMILES is C#CC[C@](O[C@](N)(Br)CNC)(C(=O)C(F)(F)C(F)(F)C(F)(F)C(=O)O)[C@@](O[C@](C)(I)C[C@H](C)Br)(c1ccccc1)S(=O)(=O)C(F)(F)C(F)(F)C(F)(F)C(F)(F)F.c1cc[nH]c1. The frontier orbital gap comes out at 8.4 eV.